1.
Entry from the OMol25 dataset: a single C3H2Cl2N2S molecule at a distorted geometry (ωB97M-V/def2-TZVPD).

Calculated values
- Molar mass: 169.0 g mol⁻¹
- Maximum force: 2.064 eV/Å
- HOMO energy: -0.35699 Eh
- Energy above the lowest of the compared OMol25 structures with the same formula, charge and spin: 0.416 eV
- SMILES: N#CC(Cl)(Cl)/C=N/S
- Total charge: 0
- E_LUMO: -0.46 eV

CARTESIAN COORDINATES (ANGSTROEM)
C 1.13 -1.38 0.68
C 1.06 -0.39 -0.41
N -1.05 0.27 0.54
Cl 0.64 -1.08 -2.04
S -2.34 1.44 0.34
H -3.47 0.73 0.47
N 1.20 -2.20 1.47
H 0.22 1.63 -0.45
C -0.02 0.65 -0.12
Cl 2.64 0.32 -0.48

=====

2.
Entry from the OMol25 dataset: a molecular structure, C3H2Cl2O at a distorted geometry (ωB97M-V/def2-TZVPD).

Calculated values
- Molar mass: 125.0 g mol⁻¹
- Maximum force: 4.067 eV/Å
- HOMO energy: -0.35621 Eh
- Energy above the lowest of the compared OMol25 structures with the same formula, charge and spin: 2.956 eV
- Total charge: 0
- E_LUMO: 0.12 eV

CARTESIAN COORDINATES (ANGSTROEM)
H -0.53 -0.81 -1.58
C 0.31 0.05 0.86
C -0.63 -0.14 -0.79
H -1.72 0.22 -0.46
Cl -1.02 0.35 1.93
O 1.58 0.70 -1.07
C 0.56 0.55 -0.45
Cl 1.44 -0.92 1.56

=====

3.
Entry from the OMol25 dataset: a molecular structure, C3H2Cl2O4PtSe2Te2 at a distorted geometry (ωB97M-V/def2-TZVPD).

Calculated values
- Molar mass: 781.1 g mol⁻¹
- Maximum force: 3.170 eV/Å
- HOMO energy (alpha / beta): 0.00303 / -0.03460 Eh
- Expectation value of S²: 2.0128
- Energy above the lowest of the compared OMol25 structures with the same formula, charge and spin: 0.000 eV
- Total charge: -2
- E_LUMO (alpha / beta): 4.35 / 4.00 eV
- 2S+1: 3

CARTESIAN COORDINATES (ANGSTROEM)
H -0.54 1.90 -0.84
Cl -1.56 2.52 -2.82
Pt -0.29 -1.42 0.79
H -0.46 0.65 -2.01
C 1.46 0.72 1.53
C -0.36 1.71 -1.92
O 2.28 1.61 1.49
Te 0.50 -2.38 -1.67
Cl 1.28 2.03 -2.51
O -0.48 -0.27 2.51
Te -0.65 -4.64 -0.12
C 0.36 0.78 2.60
Se -1.46 -1.43 -2.63
O 1.41 -0.33 0.76
O 0.22 1.66 3.42
Se -1.70 -3.09 1.43

=====

4.
Entry from the OMol25 dataset: 2 unconnected molecules or ions with the total composition C3H2Cl3N at a distorted geometry (ωB97M-V/def2-TZVPD).

Calculated values
- Molar mass: 158.4 g mol⁻¹
- Maximum force: 3.904 eV/Å
- HOMO energy (alpha / beta): -0.34859 / -0.32779 Eh
- Energy above the lowest of the compared OMol25 structures with the same formula, charge and spin: 3.300 eV
- Total charge: 0
- E_LUMO (alpha / beta): -1.04 / -1.36 eV

CARTESIAN COORDINATES (ANGSTROEM)
H -0.27 0.53 0.79
Cl -3.44 -0.68 1.76
N -0.19 -1.84 -1.52
Cl -2.57 1.43 0.06
C 0.05 -1.22 -0.58
Cl -2.94 -1.21 -1.19
C 0.14 -0.56 0.59
H 0.48 -1.18 1.39
C -2.71 -0.32 0.30

=====

5.
Entry from the OMol25 dataset: 2 unconnected molecules or ions with the total composition C3H2Cl3NO2 at a distorted geometry (ωB97M-V/def2-TZVPD).

Calculated values
- Molar mass: 190.4 g mol⁻¹
- Maximum force: 3.785 eV/Å
- HOMO energy (alpha / beta): -0.29067 / -0.35712 Eh
- Energy above the lowest of the compared OMol25 structures with the same formula, charge and spin: 4.485 eV
- Total charge: 0
- E_LUMO (alpha / beta): -2.18 / -0.51 eV

CARTESIAN COORDINATES (ANGSTROEM)
Cl 0.92 -2.87 0.42
O 0.66 1.43 -1.20
H -2.71 -0.56 -0.02
Cl 2.42 -0.53 1.43
C 1.78 -1.43 0.28
C -1.04 0.72 -0.01
O 0.95 1.29 0.96
C -2.34 0.44 -0.09
Cl 2.28 -0.96 -1.39
N 0.23 1.22 -0.09
H -3.15 1.24 -0.28

=====

6.
Entry from the OMol25 dataset: a single C3H2ClFO3 molecule at a distorted geometry (ωB97M-V/def2-TZVPD).

Calculated values
- Molar mass: 140.5 g mol⁻¹
- Maximum force: 4.306 eV/Å
- HOMO energy: -0.39488 Eh
- Energy above the lowest of the compared OMol25 structures with the same formula, charge and spin: 2.702 eV
- Total charge: 0
- E_LUMO: -1.26 eV

CARTESIAN COORDINATES (ANGSTROEM)
Cl -1.15 -1.98 0.16
O 0.97 -0.69 -1.09
H -1.23 0.90 1.35
F -0.73 1.80 -0.26
H -1.54 -0.15 -1.30
O 2.74 -0.33 0.24
C 1.59 -0.25 -0.01
C -0.56 0.67 0.53
C -0.92 -0.51 -0.43
O 0.83 0.55 0.80

=====

7.
Entry from the OMol25 dataset: a single C3H2ClFS molecule at a distorted geometry (ωB97M-V/def2-TZVPD).

Calculated values
- Molar mass: 124.6 g mol⁻¹
- Maximum force: 4.926 eV/Å
- HOMO energy: -0.33111 Eh
- Energy above the lowest of the compared OMol25 structures with the same formula, charge and spin: 0.420 eV
- SMILES: F/C(C=S)=C\Cl
- Total charge: 0
- E_LUMO: -1.21 eV

CARTESIAN COORDINATES (ANGSTROEM)
Cl -1.03 2.59 0.19
C -0.07 1.20 -0.20
H 1.27 -1.07 -0.81
C -0.29 -0.01 0.33
C 0.39 -1.13 -0.10
H 0.77 1.35 -0.92
F -1.07 -0.24 1.41
S 0.02 -2.69 0.11

=====

8.
Entry from the OMol25 dataset: a single C3H2ClNO molecule at a distorted geometry (ωB97M-V/def2-TZVPD).

Calculated values
- Molar mass: 103.5 g mol⁻¹
- Maximum force: 1.762 eV/Å
- HOMO energy: -0.36526 Eh
- Energy above the lowest of the compared OMol25 structures with the same formula, charge and spin: 1.206 eV
- SMILES: Clc1ccno1
- Total charge: 0
- E_LUMO: 0.70 eV

CARTESIAN COORDINATES (ANGSTROEM)
Cl 1.47 -1.25 -0.40
O 0.30 0.92 0.68
N -0.91 1.64 0.71
H -2.80 1.30 -0.20
H -1.59 -1.09 -1.10
C 0.12 -0.26 0.03
C -1.76 0.93 0.03
C -1.15 -0.30 -0.46